Record 1
C46H39N5O3P2Tl | the ωB97M-V functional and the def2-TZVPD basis

Last column: natural (NBO) charge in e.
Element x y z (Å)
1 Tl -0.9848 0.5093 -1.6692  0.85
2 C 5.6913 -0.7195 2.2209  -0.26
3 O 4.4151 -0.5223 1.6223  -0.55
4 C 3.7843 0.6545 1.8471  0.32
5 C 4.3070 1.6510 2.6480  -0.30
6 C 3.5393 2.7704 2.8982  -0.18
7 C 2.2458 2.8242 2.4423  -0.21
8 C 1.6790 1.8321 1.6262  -0.01
9 C 0.2320 2.0093 1.4501  0.02
10 N -0.5968 1.3266 0.7642  -0.32
11 N -1.8941 1.7407 0.8714  -0.48
12 C -2.7865 0.8163 0.5423  0.55
13 O -2.4984 -0.3892 0.2349  -0.82
14 C -4.2099 1.2526 0.5752  -0.07
15 C -5.1958 0.3681 0.1457  -0.19
16 C -6.5281 0.7493 0.1411  -0.22
17 C -6.8848 2.0184 0.5731  -0.20
18 C -5.9054 2.9089 0.9915  -0.20
19 C -4.5726 2.5308 0.9968  -0.20
20 C 2.5270 0.7782 1.2308  0.21
21 O 2.1471 -0.1781 0.2510  -0.78
22 H 6.0473 -1.6876 1.8775  0.21
23 H 5.6248 -0.7193 3.3106  0.19
24 H 6.3929 0.0516 1.8986  0.19
25 H 5.2886 1.5543 3.0870  0.23
26 H 3.9478 3.5771 3.4911  0.23
27 H 1.6150 3.6546 2.7298  0.23
28 H -0.1825 2.8076 2.0678  0.19
29 H -4.8989 -0.6151 -0.1908  0.22
30 H -7.2864 0.0558 -0.1992  0.21
31 H -7.9245 2.3193 0.5729  0.22
32 H -6.1784 3.9047 1.3157  0.22
33 H -3.8029 3.2173 1.3190  0.24
34 C 2.9876 -3.4196 2.2088  -0.41
35 N 2.0594 -2.6141 1.4141  -1.09
36 P 0.2756 -2.4527 1.6512  1.07
37 C 0.0130 -4.1282 2.3792  -0.29
38 C 0.2399 -4.4259 3.7225  -0.22
39 C 0.1438 -5.7320 4.1785  -0.21
40 C -0.1746 -6.7604 3.3018  -0.19
41 C -0.4456 -6.4697 1.9730  -0.20
42 C -0.3622 -5.1613 1.5204  -0.24
43 C 0.2378 -1.4735 3.1970  -0.37
44 C 1.3582 -0.9146 3.8020  -0.23
45 C 1.2315 -0.1321 4.9414  -0.20
46 C -0.0220 0.1185 5.4786  -0.20
47 C -1.1468 -0.4365 4.8819  -0.19
48 C -1.0175 -1.2346 3.7590  -0.19
49 P 2.4667 -1.7452 0.0962  2.16
50 C 4.0258 -2.3197 -0.6404  -0.44
51 C 4.9086 -1.4796 -1.3098  -0.13
52 C 5.9824 -2.0207 -1.9978  -0.22
53 C 6.1629 -3.3965 -2.0445  -0.18
54 C 5.2548 -4.2365 -1.4177  -0.20
55 C 4.1808 -3.7015 -0.7222  -0.19
56 C 1.5064 -2.1072 -1.3989  -0.43
57 C 1.7193 -1.3088 -2.5252  -0.15
58 C 1.3028 -1.7443 -3.7728  -0.22
59 C 0.7118 -2.9927 -3.9156  -0.18
60 C 0.5076 -3.7933 -2.8015  -0.19
61 C 0.9105 -3.3536 -1.5508  -0.19
62 H 2.8886 -3.1735 3.2653  0.22
63 H 4.0092 -3.2163 1.8972  0.22
64 H 2.7792 -4.4837 2.0939  0.22
65 H 0.4789 -3.6363 4.4229  0.23
66 H 0.3274 -5.9515 5.2222  0.23
67 H -0.2228 -7.7814 3.6561  0.23
68 H -0.7180 -7.2651 1.2915  0.22
69 H -0.6174 -4.9392 0.4906  0.21
70 H 2.3441 -1.0721 3.3870  0.20
71 H 2.1161 0.2894 5.4025  0.22
72 H -0.1204 0.7509 6.3510  0.22
73 H -2.1288 -0.2429 5.2931  0.23
74 H -1.8973 -1.6701 3.2986  0.23
75 H 4.7681 -0.4061 -1.2843  0.22
76 H 6.6789 -1.3638 -2.5017  0.23
77 H 7.0021 -3.8156 -2.5829  0.23
78 H 5.3725 -5.3103 -1.4746  0.23
79 H 3.4605 -4.3570 -0.2484  0.22
80 H 2.2403 -0.3627 -2.4348  0.22
81 H 1.4771 -1.1241 -4.6421  0.23
82 H 0.4286 -3.3491 -4.8972  0.23
83 H 0.0637 -4.7740 -2.9120  0.23
84 H 0.7840 -3.9859 -0.6823  0.22
85 N -4.1943 -1.5762 -7.3990  -0.26
86 C -4.1124 -1.6996 -6.2599  0.26
87 C -3.9749 -1.8393 -4.8413  -0.21
88 C -4.7545 -2.7332 -4.1101  -0.11
89 C -4.5329 -2.8385 -2.7489  -0.24
90 C -3.5511 -2.0525 -2.1645  0.06
91 N -2.8243 -1.1767 -2.8590  -0.49
92 C -3.0275 -1.0748 -4.1648  0.09
93 H -5.5078 -3.3275 -4.6090  0.24
94 H -5.1168 -3.5185 -2.1447  0.23
95 H -3.3281 -2.0995 -1.1044  0.24
96 H -2.4147 -0.3598 -4.7039  0.21

The net charge is +1. As for the electronic energy: -85193.470 eV. Its HOMO-LUMO gap is 7.16 eV. Its energy above the lowest of the compared OMol25 structures with the same formula, charge and spin is 0.00 kcal per mole. The calculation puts the lowest unoccupied orbital energy at -2.61 eV.

***

Record 2
C46H39N6O7PTi | the ωB97M-V functional and the def2-TZVPD basis

Last column: Mulliken charge in e.
Element x y z (Å)
1 Ti 0.3046 -1.8328 0.3855  -0.76
2 O -4.9773 -6.6367 0.7764  -0.64
3 N -4.7631 -5.9424 1.7751  1.03
4 O -5.4713 -6.0124 2.7816  -0.65
5 C -3.6878 -5.0436 1.8003  -0.80
6 C -3.5102 -4.3256 2.9910  -0.53
7 C -2.4415 -3.4615 3.1706  0.68
8 C -2.1939 -2.7453 4.3750  -0.94
9 C -1.0664 -1.9814 4.4718  -1.06
10 C -0.1781 -1.8984 3.3875  0.04
11 N -0.4178 -2.4962 2.2247  0.59
12 C -1.5254 -3.2420 2.0990  0.05
13 C -1.7812 -3.8645 0.8300  0.24
14 N -0.9778 -3.5010 -0.1814  0.65
15 C -1.0991 -4.1246 -1.3555  0.03
16 C -2.0173 -5.1406 -1.5646  -1.45
17 C -2.8950 -5.4916 -0.5554  -0.51
18 C -2.8182 -4.8279 0.6859  0.80
19 H -4.2137 -4.5052 3.7894  0.59
20 H -2.8999 -2.8236 5.1864  0.49
21 H -0.8357 -1.4358 5.3719  0.50
22 H 0.7447 -1.3356 3.4652  0.57
23 H -0.4272 -3.8129 -2.1458  0.67
24 H -2.0580 -5.6375 -2.5221  0.49
25 H -3.6335 -6.2658 -0.6954  0.63
26 N 1.8151 -1.1988 1.3417  -0.23
27 N 0.4826 -0.1825 -0.7155  0.56
28 C -0.7930 0.1492 -0.3147  0.53
29 O -1.3771 1.1783 -0.6010  -0.69
30 O -1.2938 -0.8763 0.3184  -0.41
31 H 1.7655 -0.2319 1.6510  0.02
32 H 2.7654 -1.5488 1.4299  0.12
33 H 1.0532 0.6116 -0.9990  0.08
34 C -2.6042 0.0624 -5.4179  -1.45
35 C -1.1588 -0.3240 -5.3988  0.90
36 C -0.4024 -0.1407 -6.5486  -0.97
37 C 0.9387 -0.4840 -6.5719  -0.96
38 C 1.5439 -0.9408 -5.4237  -0.74
39 C 0.8214 -1.0554 -4.2262  0.82
40 N 1.4823 -1.4314 -3.0725  0.27
41 C 2.7941 -1.2033 -2.7567  1.12
42 C 3.5596 -0.2227 -3.4099  -0.75
43 C 4.9152 -0.1185 -3.1915  -0.71
44 C 5.5487 -0.9686 -2.2953  -0.73
45 C 4.7901 -1.8574 -1.5564  -0.86
46 C 3.4164 -1.9708 -1.7412  1.09
47 C 2.6863 -2.8679 -0.7781  -0.56
48 O 3.2948 -3.6062 -0.0248  -0.78
49 O 1.3857 -2.7769 -0.7600  -0.20
50 C -0.5708 -0.8281 -4.2336  0.94
51 C -1.4588 -1.0662 -3.0526  -0.11
52 H -2.8579 0.5166 -6.3724  0.40
53 H -2.8124 0.7752 -4.6213  0.29
54 H -3.2443 -0.8049 -5.2680  0.29
55 H -0.8747 0.2463 -7.4393  0.34
56 H 1.5089 -0.3865 -7.4829  0.40
57 H 2.5778 -1.2498 -5.4427  0.67
58 H 0.9716 -1.9295 -2.3433  -0.79
59 H 3.0740 0.4717 -4.0774  0.68
60 H 5.4822 0.6277 -3.7267  0.44
61 H 6.6160 -0.9043 -2.1566  0.42
62 H 5.2495 -2.4923 -0.8128  0.51
63 H -0.9494 -1.5103 -2.1984  -1.21
64 H -2.2837 -1.7199 -3.3393  0.52
65 H -1.8956 -0.1226 -2.7220  0.29
66 O 0.2837 1.0965 1.9082  0.41
67 P 0.2341 2.5687 2.0703  0.33
68 C -0.5523 3.4722 0.6965  0.16
69 C -1.7740 4.1142 0.8209  -0.50
70 C -2.3369 4.7355 -0.2822  -0.74
71 C -1.6877 4.7084 -1.5037  -0.59
72 C -0.4581 4.0805 -1.6241  -0.98
73 C 0.1096 3.4665 -0.5260  0.10
74 C -0.6272 3.0722 3.5893  0.09
75 C -1.7618 2.3626 3.9649  -0.24
76 C -2.4734 2.7520 5.0869  -0.70
77 C -2.0402 3.8292 5.8443  -0.50
78 C -0.9052 4.5305 5.4710  -0.73
79 C -0.1985 4.1561 4.3425  -0.46
80 C 1.9082 3.2891 2.1651  0.20
81 C 2.1989 4.5600 1.6837  -0.04
82 C 3.5009 5.0300 1.7174  -0.77
83 C 4.5138 4.2404 2.2418  -0.52
84 C 4.2202 2.9839 2.7492  -0.85
85 C 2.9205 2.5113 2.7096  -0.27
86 H -2.2924 4.1277 1.7709  0.36
87 H -3.2913 5.2331 -0.1879  0.40
88 H -2.1431 5.1666 -2.3695  0.39
89 H 0.0512 4.0581 -2.5764  0.43
90 H 1.0685 2.9679 -0.6069  0.59
91 H -2.0754 1.5175 3.3648  0.46
92 H -3.3755 2.2264 5.3623  0.44
93 H -2.5951 4.1357 6.7187  0.39
94 H -0.5814 5.3807 6.0525  0.42
95 H 0.6846 4.7030 4.0436  0.38
96 H 1.4087 5.1733 1.2703  0.48
97 H 3.7265 6.0125 1.3239  0.42
98 H 5.5321 4.6056 2.2501  0.40
99 H 5.0058 2.3709 3.1658  0.43
100 H 2.6769 1.5313 3.0951  0.33

As for the electronic energy: -104015.357 eV. Its HOMO-LUMO gap is 4.71 eV. Its energy above the lowest of the compared OMol25 structures with the same formula, charge and spin is 39.55 kcal per mole. The calculation puts the lowest unoccupied orbital energy at -2.13 eV.

***

Record 3
C46H40AsF3FeN4 | the ωB97M-V functional and the def2-TZVPD basis

Last column: Mulliken charge in e.
Element x y z (Å)
1 Fe -0.2388 -0.0999 -0.1514  0.62
2 N -0.1724 1.0003 1.7035  0.08
3 C -0.5384 0.4576 2.9710  0.08
4 C 0.2827 0.6285 4.0742  -0.77
5 C -0.1077 0.1353 5.3082  -0.64
6 C -1.3201 -0.5284 5.4342  -0.77
7 C -2.1191 -0.7218 4.3195  -0.91
8 C -1.7372 -0.2379 3.0707  0.86
9 C -2.5383 -0.5225 1.8597  1.06
10 C -3.9303 -0.5583 1.9285  -0.78
11 C -4.6983 -0.9852 0.8541  -0.98
12 C -4.0815 -1.4235 -0.3054  -1.11
13 C -2.6927 -1.3748 -0.3976  -0.08
14 C -1.9293 -0.8616 0.6457  0.48
15 H 0.6913 1.5285 1.7546  0.21
16 H -0.8999 1.6026 1.3309  0.33
17 H 1.2209 1.1618 3.9702  0.43
18 H 0.5301 0.2773 6.1699  0.41
19 H -1.6331 -0.9137 6.3948  0.41
20 H -3.0396 -1.2835 4.4114  0.51
21 H -4.4162 -0.2440 2.8441  0.60
22 H -5.7767 -1.0038 0.9390  0.40
23 H -4.6631 -1.8046 -1.1351  0.52
24 H -2.2347 -1.7679 -1.2956  0.30
25 C 3.1155 4.2988 -0.6017  -0.82
26 C 3.3220 2.8224 -0.8721  -0.56
27 N 2.0490 2.1402 -0.7219  0.73
28 C 0.8412 2.6893 -0.9868  -0.04
29 N -0.2275 1.9316 -0.8474  0.82
30 C -1.5436 2.5102 -1.1180  -1.16
31 C -1.4768 3.6306 -2.1398  -0.46
32 C -0.4642 4.6492 -1.6626  -0.96
33 N 0.8031 3.9903 -1.3647  0.24
34 C 2.0135 4.7972 -1.5146  -0.75
35 H 4.0318 4.8581 -0.7843  0.40
36 H 2.8262 4.4461 0.4413  0.31
37 H 4.0264 2.3830 -0.1666  0.41
38 H 3.7270 2.6772 -1.8799  0.27
39 H 2.0579 1.1461 -0.5193  -0.45
40 H -1.9863 2.9074 -0.1933  0.47
41 H -2.2048 1.7102 -1.4640  0.24
42 H -2.4539 4.0963 -2.2650  0.48
43 H -1.1587 3.2350 -3.1064  0.07
44 H -0.8336 5.1705 -0.7728  0.26
45 H -0.2767 5.3986 -2.4323  0.60
46 H 1.7526 5.8290 -1.2784  0.50
47 H 2.3490 4.7697 -2.5576  0.29
48 C -3.8470 -0.3880 -5.3642  -0.68
49 C -3.0460 0.7029 -5.0556  -0.78
50 C -1.9478 0.5398 -4.2253  -0.03
51 C -1.6460 -0.7107 -3.6982  0.79
52 C -2.4484 -1.8019 -4.0082  -0.12
53 C -3.5440 -1.6381 -4.8457  -0.82
54 As -0.1090 -0.8772 -2.5176  1.01
55 C 0.3835 -2.7191 -2.7827  0.00
56 C -0.1136 -3.8400 -2.1417  -0.54
57 C 0.3677 -5.0932 -2.4993  -0.78
58 C 1.3448 -5.2088 -3.4797  -0.82
59 C 1.8671 -4.0801 -4.0948  -0.82
60 C 1.3957 -2.8220 -3.7431  0.38
61 C 1.9126 -1.5312 -4.2548  0.44
62 C 2.9451 -1.3702 -5.1717  -0.40
63 C 3.3695 -0.0958 -5.5207  -1.00
64 C 2.7783 1.0300 -4.9597  -0.81
65 C 1.7440 0.8832 -4.0445  -0.40
66 C 1.3149 -0.3901 -3.7113  -0.33
67 H -4.7020 -0.2651 -6.0156  0.40
68 H -3.2730 1.6786 -5.4653  0.46
69 H -1.3092 1.3868 -4.0064  0.22
70 H -2.2149 -2.7851 -3.6171  0.42
71 H -4.1553 -2.4944 -5.0984  0.45
72 H -0.8618 -3.7543 -1.3618  0.49
73 H -0.0135 -5.9772 -2.0063  0.45
74 H 1.7146 -6.1871 -3.7561  0.42
75 H 2.6471 -4.1867 -4.8376  0.43
76 H 3.4258 -2.2342 -5.6118  0.44
77 H 4.1747 0.0208 -6.2340  0.41
78 H 3.1247 2.0175 -5.2351  0.49
79 H 1.2833 1.7563 -3.5946  0.34
80 F 8.7525 -2.9028 0.7470  -0.28
81 C 8.1931 -2.5540 -0.4183  0.84
82 F 8.3787 -3.5726 -1.2763  -0.25
83 F 8.8913 -1.5095 -0.9021  -0.25
84 C 6.7352 -2.2129 -0.2767  0.37
85 C 6.1037 -2.2695 0.9554  -0.69
86 C 4.7654 -1.9250 1.0570  -0.79
87 C 4.0550 -1.5256 -0.0743  -0.17
88 C 4.7046 -1.4692 -1.3116  0.03
89 C 6.0392 -1.8097 -1.4106  -1.13
90 C 2.6708 -1.1636 0.0215  1.03
91 C 1.4948 -0.8579 0.0666  -1.48
92 H 6.6553 -2.5763 1.8325  0.48
93 H 4.2624 -1.9598 2.0137  0.52
94 H 4.1514 -1.1552 -2.1889  0.52
95 H 6.5462 -1.7630 -2.3657  0.41

The net charge is +1. As for the electronic energy: -157683.898 eV. As for the spin multiplicity: 2. Its HOMO-LUMO gap (alpha / beta) is 7.02 / 8.15 eV. Its energy above the lowest of the compared OMol25 structures with the same formula, charge and spin is 0.00 kcal per mole. The calculation puts the lowest unoccupied orbital energy (alpha / beta) at -3.73 / -2.77 eV.